1.
The following is a DFT calculation (ωB97M-V/def2-TZVPD) of a molecular structure, C17H31F5P2Re.

```
! wB97M-V def2-TZVPD RIJCOSX def2/J DEFGRID3
* xyz 2 4
P -0.56098 -1.87794 -0.40966
P -0.67019 1.29620 -0.20002
C -1.11578 -0.92348 -1.89405
C -0.24864 0.35971 -2.10975
H -2.12773 -0.58851 -1.59041
H -1.12862 -1.52362 -2.82999
H 0.82590 0.15509 -2.24957
H -0.60884 1.01141 -2.93461
C -1.62433 2.79690 -1.22522
H -1.56315 3.59820 -0.44160
H -2.65232 2.31392 -1.20363
H -1.45957 3.23671 -2.23193
C 1.89308 3.35096 -2.34972
H 1.21977 2.77710 -2.98747
H 2.88892 2.95384 -2.55099
H 1.88621 4.41901 -2.53276
C -1.37582 -3.77762 -0.58140
H -0.75825 -4.38147 0.12777
H -1.33464 -4.29648 -1.56798
H -2.43398 -3.73424 -0.26799
C 0.67002 -3.04861 -1.92036
H 1.46853 -2.44106 -2.40224
H 0.03746 -3.46720 -2.72354
H 1.08003 -3.95615 -1.44702
Re -1.45850 -0.44365 1.08046
C 2.39132 2.69488 0.00288
C 1.49659 3.21198 -0.87534
C -3.47684 0.89425 0.74206
C -2.17146 1.37255 0.62326
C 2.96998 -2.07946 -0.99222
C 3.45532 -1.24681 -0.10389
C 3.28519 0.25686 -0.51841
C 2.52980 1.19336 0.47231
C -0.54690 -2.13673 2.23145
H 3.18361 3.30985 0.38727
H 0.75252 4.03322 -0.55758
H -4.19128 0.90048 -0.16111
H -3.91493 0.93582 1.77890
H -2.85351 -1.39969 1.26893
H -2.20773 -1.94020 0.32526
H 2.99208 -3.16607 -0.99533
H 3.93410 -1.36743 0.90566
H 2.70666 0.37715 -1.45064
H 4.30935 0.63608 -0.69783
H 1.54318 0.73603 0.74163
H 3.13910 1.15724 1.38521
H 0.43288 -1.84552 2.59985
H -0.45284 -3.09727 1.69251
H -1.26251 -2.20733 3.06525
F -3.01221 0.19705 3.88405
C -1.92075 0.69095 3.18740
F -2.15050 2.06279 3.07087
C -0.72438 0.53983 4.13231
F -0.83645 -0.68102 4.72562
F 0.47402 0.69572 3.46014
F -0.72195 1.46245 5.11322
*
```

As for the gap between HOMO and LUMO (alpha / beta): 5.85 / 5.85 eV. The expectation value of S² is 3.831.

---

2.
The following is a DFT calculation (ωB97M-V/def2-TZVPD) of a molecular structure, C17H31MgN4O.

```
! wB97M-V def2-TZVPD RIJCOSX def2/J DEFGRID3
* xyz 2 2
Mg 3.52101 -0.87902 -0.79247
C 0.66744 -2.25329 -0.68095
O 1.79295 -1.52686 -0.24394
H -0.26513 -1.89620 -0.24403
H 0.42554 -1.97191 -1.70585
H 0.65826 -3.34325 -0.67774
C 2.75755 3.16258 -4.06692
C 2.26438 4.00865 -2.91932
C 2.85979 3.74210 -1.55660
C 2.78801 2.29922 -1.25548
N 2.73226 1.18233 -1.10130
H 3.76986 3.41956 -4.37889
H 2.08867 3.29940 -4.91661
H 2.87163 2.13742 -3.71463
H 1.20448 3.78615 -2.79605
H 2.50569 5.00562 -3.28799
H 2.33583 4.28023 -0.76667
H 3.87589 4.13519 -1.59020
C -3.24748 -0.97995 -1.31062
C -4.33489 -0.97246 -2.41796
C -3.98422 -0.46945 -3.85452
C -2.97038 -1.27733 -4.45750
N -2.21837 -1.92847 -4.96298
H -2.35448 -1.48316 -1.68137
H -3.55491 -1.54397 -0.43001
H -2.91951 0.01964 -1.02541
H -5.06132 -0.30632 -1.95248
H -4.73330 -1.97100 -2.59758
H -3.81814 0.59655 -4.01005
H -4.92211 -0.68696 -4.36558
C -1.47874 1.60792 0.87293
C -0.71437 1.12883 2.11271
C 0.79290 1.24032 1.77952
C 1.62882 0.84128 2.93561
N 2.31845 0.46961 3.72825
H -2.48548 1.19012 0.86821
H -0.87171 1.31085 0.01772
H -1.48588 2.69200 0.75975
H -0.95171 0.10496 2.40161
H -0.96465 1.80965 2.92631
H 1.23949 2.18586 1.47194
H 0.96207 0.57156 0.93557
C 0.17599 -2.18849 5.37868
C -0.01574 -3.22211 4.31341
C 0.62837 -2.74390 2.94169
C 1.99878 -3.12678 2.81300
N 3.12229 -3.38720 2.83843
H -0.28514 -1.24004 5.10319
H 1.20917 -1.84910 5.45243
H -0.14037 -2.60146 6.33653
H -1.05815 -3.52966 4.23037
H 0.59924 -4.05388 4.65702
H 0.83015 -1.67459 2.87897
H 0.21122 -3.12079 2.00786
*
```

As for the gap between HOMO and LUMO (alpha / beta): 5.50 / 3.98 eV. The expectation value of S² is 0.755.

---

3.
The following is a DFT calculation (ωB97M-V/def2-TZVPD) of a molecular structure, C17H31N2O2P2Zn.

```
! wB97M-V def2-TZVPD RIJCOSX def2/J DEFGRID3
* xyz 1 1
Zn -0.15414 0.03755 -0.00040
P 1.93897 -0.86335 0.17380
C 2.21681 -1.12814 -1.57816
C 0.97513 -1.58107 -2.23752
N -0.25375 -1.19054 -1.75288
C -1.41296 -1.37215 -2.34621
C -1.53977 -2.18646 -3.45906
C -0.37575 -2.62252 -4.06145
C 0.87952 -2.34284 -3.47944
C -2.58555 -0.68054 -1.79066
P -2.14484 0.86859 -0.82158
H 1.84615 -2.58035 -3.95115
H -2.53507 -2.41406 -3.84240
H -0.41473 -3.19216 -5.01444
H -3.21069 -0.37943 -2.63366
H -3.13364 -1.38039 -1.13833
H 4.36851 2.90726 -3.63355
H 3.14214 -1.76220 -1.91202
H -0.46708 3.66827 -1.37122
O 3.38658 2.83613 -3.47154
H 3.06606 2.44542 -4.27381
H -0.55104 1.43170 -0.61782
O 0.20085 3.28255 -0.76654
H 1.18173 3.21864 -0.90421
C -2.48584 2.12645 -2.07266
H -3.45767 1.96328 -2.53738
H -2.53468 3.11799 -1.60584
H -1.73250 2.06528 -2.86038
C -3.76329 0.96249 0.17665
H -3.72523 1.89388 0.77307
H -4.63873 1.01917 -0.50640
H -3.87246 0.06850 0.81804
C 2.07044 -2.34477 1.31246
H 3.13042 -2.67892 1.45529
H 1.67452 -1.93750 2.26899
H 1.49234 -3.23154 0.95283
C 3.30900 0.19838 0.59159
H 3.07940 0.52728 1.61207
H 4.29283 -0.30017 0.53099
H 3.30585 1.02327 -0.13408
C -1.86199 -2.61131 1.27721
C -1.35231 -1.63248 2.24409
C -1.46948 -1.75081 3.66053
C -0.85676 -0.59202 4.20705
C -0.39278 0.17378 3.09513
C 0.29164 1.47882 3.12489
N -0.70159 -0.46259 1.91397
H -1.19086 -2.79638 0.42906
H -2.81823 -2.30106 0.83252
H -2.00008 -3.58713 1.77070
H -1.94151 -2.58761 4.17697
H -0.70760 -0.24728 5.23727
H -0.42847 2.30863 3.22336
H 0.95816 1.53079 3.99767
H 0.90715 1.72279 2.24332
*
```

As for the gap between HOMO and LUMO: 4.13 eV.

---

4.
The following is a DFT calculation (ωB97M-V/def2-TZVPD) of a molecular structure, C17H31N2O4PbSi.

```
! wB97M-V def2-TZVPD RIJCOSX def2/J DEFGRID3
* xyz 1 1
Pb -0.20706 0.50071 0.01326
C 2.32942 2.58994 -1.86679
C 3.32676 1.45278 -1.61024
O 2.73629 0.59124 -0.60943
C 3.28448 -0.74401 -0.54408
C 2.67622 -1.75109 -1.47562
O 1.24499 -1.47421 -1.48349
C 0.38012 -1.98827 -2.50194
C 0.12718 -0.93126 -3.55673
O -0.72485 0.10965 -3.03779
C -0.60146 1.33388 -3.77313
C 0.70306 2.07851 -3.61808
O 0.99293 2.19616 -2.21890
H 2.73194 3.30447 -2.65743
H 2.22152 3.17708 -0.95911
H 4.26681 1.83821 -1.19335
H 3.48715 0.89832 -2.57613
H 3.18463 -1.02047 0.49181
H 4.36082 -0.73081 -0.72472
H 2.84943 -2.75589 -1.01954
H 3.13296 -1.62253 -2.52189
H -0.63728 -2.34095 -2.13162
H 0.83764 -2.86977 -3.02463
H -0.37406 -1.44497 -4.37909
H 1.12781 -0.53864 -3.77366
H -1.38176 2.01353 -3.53626
H -0.64867 1.14326 -4.89415
H 0.60435 3.00817 -4.13381
H 1.59972 1.59591 -4.08872
C 2.55992 1.05578 2.97797
C 1.18542 0.66869 3.34487
C 0.76726 0.81363 4.69415
C -0.57479 0.40155 4.99144
C -1.39414 -0.10110 4.03538
C -0.92588 -0.05986 2.63922
N 0.37687 0.22595 2.38635
N -1.72930 -0.26287 1.59369
Si -3.34821 -0.91915 1.34348
C -3.57158 -1.03229 -0.52339
C -4.49498 0.22285 2.29521
C -3.41252 -2.62941 1.97529
H 2.76842 0.74262 1.96262
H 3.29196 0.49910 3.61690
H 2.70121 2.10862 3.18910
H 1.41067 1.30591 5.43281
H -0.90172 0.44127 6.00470
H -2.47042 -0.34499 4.20820
H -4.45529 -0.41230 -0.77342
H -3.94087 -2.01358 -0.83575
H -2.75401 -0.60477 -1.10962
H -4.18383 1.28623 2.20929
H -4.54987 -0.05060 3.41458
H -5.52034 0.09297 1.94706
H -3.37992 -2.71598 3.07873
H -2.60611 -3.23725 1.57770
H -4.47905 -3.10000 1.72868
*
```

As for the gap between HOMO and LUMO: 6.78 eV.

---

5.
The following is a DFT calculation (ωB97M-V/def2-TZVPD) of a molecular structure, C17H32BN3O8S3.

```
! wB97M-V def2-TZVPD RIJCOSX def2/J DEFGRID3
* xyz 0 1
C 1.54091 -1.01896 -1.37832
C 2.76547 -0.09381 -1.49035
O 2.73642 0.74479 -2.63985
C 2.62434 2.12834 -2.31613
C 1.29019 2.35763 -1.58914
C 1.30710 2.76157 -0.30946
C 0.04429 2.94277 0.41505
N 0.11887 3.38362 1.78322
C -1.13056 2.68966 -0.20624
B -2.50784 2.83522 0.58610
O -2.66586 3.91395 1.46962
C -3.63954 1.74535 0.37284
C -4.81328 2.44389 -0.42094
C -1.15413 2.27787 -1.58232
N -2.19338 2.00753 -2.37915
S -1.61033 1.57071 -3.81948
N 0.01463 1.70232 -3.57930
C 0.07748 2.09411 -2.31957
H 0.58591 -0.48907 -1.50071
H 1.51770 -1.48805 -0.38060
H 1.57380 -1.83669 -2.11190
H 2.94506 0.44178 -0.54584
H 3.63344 -0.76357 -1.61813
H 3.47479 2.45276 -1.69077
H 2.66352 2.69912 -3.25370
H 2.27633 2.92854 0.16585
H 1.04615 3.10739 2.10456
H 0.15835 4.40322 1.81011
H -2.23262 3.61834 2.28838
H -3.24344 0.89994 -0.20768
H -3.99178 1.34182 1.33433
H -4.56383 3.51464 -0.51225
H -4.87808 2.07517 -1.45130
H -5.78233 2.30139 0.07124
O 6.60847 -2.63426 2.08097
S 6.66081 -1.57266 1.12401
O 5.57220 -1.33267 0.22805
O 8.01059 -1.70210 0.28728
C 8.26714 -2.93976 -0.40409
C 7.39558 -3.10418 -1.63422
C 7.05104 -0.06674 1.94999
H 8.14824 -3.78092 0.28145
H 9.31401 -2.90880 -0.70172
H 6.34413 -3.19836 -1.36624
H 7.68329 -3.99985 -2.18599
H 7.48793 -2.23739 -2.28944
H 7.89675 -0.23195 2.61240
H 6.17359 0.22527 2.52353
H 7.27875 0.69232 1.20544
O -7.32607 -0.37327 0.75145
S -6.60729 -1.09632 1.75485
O -5.18312 -1.00524 1.86202
O -7.02881 -2.63231 1.68530
C -6.86241 -3.32587 0.43405
C -5.40736 -3.62791 0.13152
C -7.30688 -0.73864 3.33112
H -7.32454 -2.75424 -0.37308
H -7.41543 -4.25903 0.52921
H -4.83709 -2.71382 -0.02861
H -5.32573 -4.23725 -0.76941
H -4.94406 -4.15892 0.96375
H -8.38799 -0.83414 3.27167
H -7.03119 0.28337 3.58363
H -6.89226 -1.42763 4.06296
*
```

As for the gap between HOMO and LUMO: 8.30 eV.

---

6.
The following is a DFT calculation (ωB97M-V/def2-TZVPD) of a molecular structure, C17H32Cl20FIN2O6P.

```
! wB97M-V def2-TZVPD RIJCOSX def2/J DEFGRID3
* xyz -1 1
N 7.43614 1.94926 -0.33629
C 6.03812 2.37989 -0.48275
C 5.31778 2.51933 0.88360
C 4.28417 1.40938 1.13144
N 3.07424 1.55106 0.28168
C 1.99904 2.24508 0.97031
F 1.30800 1.32644 1.77567
C 0.97925 2.87190 0.00447
C -0.37680 3.02856 0.70301
O -0.53738 3.74368 1.63318
I -2.12147 1.94460 -0.06679
C 2.50922 3.38469 1.91199
O 2.54164 3.14143 3.13271
O 2.82381 4.46567 1.40244
P 2.65601 0.00041 -0.28350
O 2.85476 -1.08915 0.66887
O 3.51097 -0.19139 -1.62485
O 1.14517 -0.05465 -0.78513
H 7.86473 2.42305 0.44688
H 7.48606 0.95797 -0.13085
H 5.49930 1.75747 -1.19667
H 6.09387 3.38363 -0.91286
H 6.05897 2.38424 1.67632
H 4.85507 3.50053 0.99983
H 4.79013 0.47972 0.84267
H 4.05861 1.28556 2.19013
H 1.27873 3.89448 -0.23264
H 0.90557 2.33813 -0.94143
H 3.93301 0.65223 -1.83424
H 0.60378 -0.35943 -0.04459
C -1.81366 -2.18015 -2.41374
Cl -1.84675 -1.02317 -1.07874
Cl -3.37496 -2.25005 -3.24804
H -1.05278 -1.87141 -3.12178
H -1.58224 -3.16554 -2.02432
C 1.33062 -3.73936 2.84450
Cl 1.79252 -5.42470 3.16726
Cl 0.33587 -3.61050 1.39144
H 0.76613 -3.36396 3.68918
H 2.23062 -3.15013 2.70725
C 3.59536 -0.61292 -5.27955
Cl 4.88974 0.27703 -4.47570
Cl 2.22515 0.43378 -5.67087
H 3.98372 -1.03733 -6.19804
H 3.25446 -1.39997 -4.61617
C 3.42447 -0.79871 4.76471
Cl 2.05983 -0.56363 3.68534
Cl 4.86607 -1.35351 3.88807
H 3.64859 0.14270 5.24300
H 3.16623 -1.54362 5.51027
C -5.81998 -0.79091 -6.09927
Cl -6.50878 -2.34022 -5.58815
Cl -5.71320 0.34280 -4.75272
H -4.82405 -0.96388 -6.49095
H -6.45364 -0.36434 -6.86813
C -8.40953 1.22689 -2.18329
Cl -7.06566 2.06932 -1.41117
Cl -9.66201 2.35262 -2.73330
H -8.03326 0.68076 -3.04093
H -8.84880 0.54125 -1.46806
C 1.87306 2.09534 7.50715
Cl 3.53589 1.48707 7.53793
Cl 1.04564 1.81205 5.97129
H 1.31789 1.60291 8.29747
H 1.90372 3.16391 7.68659
C -10.68743 5.08997 0.10767
Cl -9.34743 5.94567 0.87604
Cl -11.94298 6.20958 -0.44272
H -10.30832 4.54241 -0.74800
H -11.12203 4.40425 0.82557
C 3.22752 -6.76947 6.36572
Cl 2.63527 -8.36829 6.84081
Cl 3.30602 -5.67078 7.74862
H 4.22133 -6.87562 5.94697
H 2.55452 -6.35234 5.62559
C -6.27464 -5.17002 -7.88633
Cl -7.47920 -6.46472 -7.90955
Cl -5.78975 -4.70230 -9.52180
H -6.69990 -4.30570 -7.39082
H -5.39973 -5.51683 -7.34886
*
```

As for the gap between HOMO and LUMO: 6.86 eV.

---

Number 1: total energy -1925.33412 a.u.. Number 2: total energy -1159.93396 a.u.. Number 3: total energy -3388.01949 a.u.. Number 4: total energy -1558.95206 a.u.. Number 5: total energy -2652.56060 a.u.. Number 6: total energy -11170.83709 a.u..